## i
2 unconnected molecules or ions with the total composition C3H10NO3, computed with the ωB97M-V functional and the def2-TZVPD basis.

Last column: Löwdin charge in e.
Element x y z (Å)
C: -1.3951 -1.4356 0.2882  -0.002
C: -1.2971 0.0976 0.4306  -0.411
C: 0.1872 0.3873 0.1717  -0.352
N: -2.1286 0.7807 -0.4005  0.104
O: 0.4846 0.5694 -1.0694  0.237
O: 0.8978 0.4445 1.1714  0.286
O: 2.9608 0.0956 -0.3257  0.002
H: -2.3320 -1.7403 -0.2920  0.127
H: -1.3155 -1.9004 1.3240  0.117
H: -0.5099 -1.7438 -0.2860  0.082
H: -1.4872 0.2836 1.4995  0.165
H: 3.0497 0.9875 -0.6889  0.090
H: -2.1718 1.7306 -0.0875  0.117
H: -2.0405 0.3776 -1.2753  0.082
H: 1.3984 0.6306 -1.3461  0.124
H: 1.8443 0.6088 1.0408  0.140
H: 3.8549 -0.1735 -0.1548  0.094

lowest unoccupied orbital energy	-3.8	eV
molecular weight	108.12	g mol⁻¹
HOMO-LUMO gap	9.8	eV
highest occupied orbital energy	-0.4982	Ha
total charge	+1


## ii
A gas-phase ion, C3H10NO3 (charge +1), computed with the ωB97M-V functional and the def2-TZVPD basis.

Last column: Löwdin charge in e.
Element x y z (Å)
C: 1.3189 0.8977 0.6474  0.029
N: 0.4702 0.2644 -0.3969  -0.088
C: 1.0455 -0.8729 -0.9984  -0.032
C: -1.0548 -0.0599 0.0284  -0.494
O: -1.5022 -1.2098 -0.3648  0.126
O: -1.7400 1.0406 -0.4226  0.120
O: -0.9659 -0.0058 1.6680  -0.055
H: 2.2537 0.4070 0.6430  0.087
H: 1.3479 1.9367 0.4908  0.094
H: 0.7340 0.7118 1.6762  0.150
H: 0.4411 1.0878 -0.9937  0.179
H: 0.7768 -0.8822 -2.0260  0.104
H: 2.1660 -0.8628 -1.0003  0.129
H: 0.7692 -1.9138 -0.5867  0.154
H: -1.7429 -2.0006 0.2502  0.232
H: -2.6610 0.8946 -0.6813  0.153
H: -1.6567 0.5671 2.0668  0.114

SMILES	C[NH+](C)C(O)(O)O
lowest unoccupied orbital energy	-3.2	eV
molecular weight	108.12	g mol⁻¹
HOMO-LUMO gap	12.2	eV
highest occupied orbital energy	-0.5657	Ha
total charge	+1


Quick ranking, most stable first: i, ii.


## i
A molecular structure, C3H10NO3, computed with the ωB97M-V functional and the def2-TZVPD basis.

Last column: Löwdin charge in e.
Element x y z (Å)
C: 0.8133 0.9819 1.4969  -0.115
C: 1.5984 0.3965 0.3543  0.029
C: 0.9434 0.3763 -0.9060  -0.293
O: -0.2013 0.7484 -1.2558  0.049
O: -0.9101 -2.1320 1.4101  -0.016
N: -0.5492 0.4261 1.3973  0.282
H: 1.2151 0.7313 2.4897  0.154
H: 0.6700 2.0793 1.4559  0.165
H: 1.0134 -0.6548 -0.1376  0.218
H: 2.6287 0.0556 0.5023  0.169
H: 1.6286 0.4061 -1.7775  0.199
H: -1.4013 0.1055 -2.3721  -0.037
H: -0.9489 0.7758 0.4927  0.131
H: -0.6349 -0.6056 1.4964  0.013
H: -0.8092 -3.0470 1.0935  0.055
H: -3.0023 -0.2798 -2.8558  0.041
O: -2.0537 -0.3635 -2.8841  -0.046

lowest unoccupied orbital energy	-10.3	eV
molecular weight	108.12	g mol⁻¹
HOMO-LUMO gap	3.6	eV
highest occupied orbital energy	-0.5110	Ha
total charge	+1


## ii
2 unconnected molecules or ions with the total composition C3H10NO3, computed with the ωB97M-V functional and the def2-TZVPD basis.

Last column: Löwdin charge in e.
Element x y z (Å)
O: -1.9144 -0.6913 1.2799  0.104
C: -1.9348 -0.4184 0.1106  -0.198
C: -0.6964 0.0536 -0.6621  -0.183
C: 0.1744 -1.2064 -0.6772  -0.231
O: 0.8432 -1.3111 0.5257  -0.005
N: -0.1312 1.1256 0.2745  0.215
H: -2.7983 -0.6721 -0.4942  0.140
H: -1.0506 0.5337 -1.5566  0.155
H: 0.9224 -1.1806 -1.4994  0.145
H: -0.4826 -1.9584 -1.1853  0.156
H: 0.4076 -1.8106 1.2461  0.136
H: -0.2807 2.0834 -0.0450  0.170
H: -0.5103 1.0996 1.2482  0.182
H: 0.8958 1.1170 0.1586  0.113
H: 3.2781 2.0020 0.0363  0.071
H: 2.9900 1.7192 -1.4671  0.066
O: 2.5798 1.8204 -0.6032  -0.035

lowest unoccupied orbital energy	-3.6	eV
molecular weight	108.12	g mol⁻¹
HOMO-LUMO gap	10.9	eV
highest occupied orbital energy	-0.5331	Ha
total charge	+1


## iii
A gas-phase ion, C3H10NO3 (charge +1), computed with the ωB97M-V functional and the def2-TZVPD basis.

Last column: Löwdin charge in e.
Element x y z (Å)
C: -0.1871 0.3929 1.7514  -0.042
C: -0.6936 0.4375 0.3211  -0.310
O: -1.0024 1.7430 -0.2825  -0.055
C: 0.4231 -0.1037 -0.7002  -0.623
N: 0.2296 -1.6980 -0.6065  0.248
O: 0.3209 0.3400 -1.9242  0.126
O: 1.6954 0.0767 -0.3669  0.084
H: 0.7388 1.0427 1.8614  0.116
H: 0.0096 -0.5869 2.0461  0.061
H: -0.9614 1.0576 2.3032  0.131
H: -1.7030 -0.1295 0.4800  0.173
H: -1.4895 2.3944 0.3471  0.166
H: 1.0886 -1.9258 -0.0009  0.194
H: 0.4505 -2.1397 -1.5861  0.215
H: -0.6885 -2.0196 -0.2628  0.158
H: -0.4897 0.7913 -2.1948  0.151
H: 2.2586 0.3269 -1.1856  0.209

SMILES	C[C@@H](O)C([NH3+])(O)O
lowest unoccupied orbital energy	-3.5	eV
molecular weight	108.12	g mol⁻¹
HOMO-LUMO gap	11.3	eV
highest occupied orbital energy	-0.5452	Ha
total charge	+1


Quick ranking, most stable first: ii, iii, i.


## i
A molecular structure, C3H8ClN2, computed with the ωB97M-V functional and the def2-TZVPD basis.

Last column: Löwdin charge in e.
Element x y z (Å)
C: -0.8048 1.1331 0.9149  -0.101
C: 1.6631 -0.1565 -0.2439  -0.044
C: -1.1353 -0.1264 0.1693  -0.517
N: 0.4395 -1.7689 -1.3191  0.221
N: 0.5032 -0.7915 -0.6502  -0.183
Cl: -2.1069 0.0600 -1.2629  0.735
H: -0.9689 2.0630 0.4202  0.091
H: 0.1135 1.0216 1.3712  0.041
H: -1.4634 0.9973 1.8034  0.123
H: 2.6360 -0.5107 -0.5870  0.117
H: 1.6324 -0.0106 0.8072  0.081
H: 1.6612 0.9683 -0.6584  0.181
H: -1.5621 -0.8646 0.8581  0.111
H: -0.6075 -2.0143 -1.6227  0.143

lowest unoccupied orbital energy	-5.1	eV
molecular weight	107.56	g mol⁻¹
HOMO-LUMO gap	10.3	eV
highest occupied orbital energy	-0.5670	Ha
total charge	+1


## ii
A gas-phase ion, C3H8ClN2 (charge +1), computed with the ωB97M-V functional and the def2-TZVPD basis.

Last column: Löwdin charge in e.
Element x y z (Å)
C: 0.1822 2.2080 -0.8219  -0.142
N: 1.0285 1.2580 -0.0617  -0.029
C: 0.6834 -0.4073 -0.0211  -0.624
Cl: 2.0114 -1.3535 0.0843  0.930
N: -0.5268 -0.8248 0.2419  -0.016
C: -0.8674 -2.1052 0.8858  -0.042
H: 0.5392 3.3142 -1.0025  0.131
H: -0.1521 1.8327 -1.9101  0.123
H: -0.7376 2.2742 -0.2112  0.063
H: 1.9748 1.2116 -0.4517  0.075
H: -1.2462 -0.0576 0.3467  0.191
H: -0.5651 -3.0603 0.3171  0.127
H: -1.9647 -2.1854 0.7542  0.111
H: -0.3596 -2.1045 1.8501  0.102

SMILES	CN/C(Cl)=[NH+]/C
lowest unoccupied orbital energy	-4.9	eV
molecular weight	107.56	g mol⁻¹
HOMO-LUMO gap	9.8	eV
highest occupied orbital energy	-0.5386	Ha
total charge	+1


Quick ranking, most stable first: ii, i.